[1]
DFT (the ωB97M-V functional and the def2-TZVPD basis) results for C47H57AsN3O7PRuS as an isolated structure in a non-equilibrium geometry.

**Electronic energy**: -152012.765 eV
**ΔE to the lowest compared entry with this formula, charge and spin**: 91.3 kJ/mol
**<S²>**: 8.763
**HOMO level (alpha / beta)**: -5.3 / -5.6 eV

```
! wB97M-V def2-TZVPD RIJCOSX def2/J DEFGRID3
* xyz -1 6
Ru 0.276 0.021 0.350
O -1.606 -1.729 0.172
C -1.153 -3.059 -0.028
C 0.397 -3.020 -0.460
O 1.023 -4.068 -0.456
O 0.763 -1.881 -0.896
C -1.810 -3.599 -1.288
C -2.378 -2.716 -2.201
C -2.967 -3.188 -3.365
C -2.971 -4.546 -3.644
C -2.374 -5.427 -2.752
C -1.801 -4.960 -1.580
C -1.484 -3.914 1.190
C -0.726 -5.003 1.604
C -1.122 -5.762 2.697
C -2.283 -5.458 3.388
C -3.037 -4.362 2.994
C -2.640 -3.598 1.910
H -1.414 -1.490 1.106
H -2.352 -1.657 -1.990
H -3.419 -2.492 -4.061
H -3.428 -4.918 -4.553
H -2.357 -6.488 -2.972
H -1.338 -5.654 -0.893
H 0.189 -5.240 1.081
H -0.505 -6.596 3.012
H -2.598 -6.071 4.223
H -3.937 -4.094 3.536
H -3.235 -2.744 1.615
O 1.134 0.827 2.445
S 0.710 -0.548 2.892
O 0.892 -0.715 4.309
O 1.468 -1.536 2.086
O -0.720 -0.677 2.470
N 1.905 2.902 0.625
C 2.409 4.146 0.614
C 2.542 4.507 -0.708
C 2.083 3.389 -1.425
N 1.698 2.417 -0.608
H 1.686 2.319 1.433
H 2.645 4.666 1.526
H 2.917 5.435 -1.104
H 2.031 3.264 -2.494
C -1.523 4.019 -1.874
C -2.109 4.008 -0.456
C -0.972 4.418 0.496
C -3.251 5.018 -0.359
P -2.515 2.157 -0.106
N -1.167 1.381 -0.058
C -3.581 1.505 -1.561
C -2.623 1.114 -2.696
C -4.654 2.467 -2.067
C -4.255 0.214 -1.079
C -3.551 2.072 1.497
C -3.677 0.629 1.991
C -4.942 2.697 1.375
C -2.734 2.814 2.564
H -1.036 4.979 -2.064
H -2.291 3.883 -2.635
H -0.772 3.233 -1.968
H -0.288 5.102 -0.011
H -0.403 3.539 0.788
H -1.334 4.918 1.392
H -2.895 5.988 -0.720
H -3.577 5.151 0.673
H -4.116 4.737 -0.960
H -2.292 1.969 -3.282
H -3.127 0.422 -3.377
H -1.742 0.620 -2.285
H -4.231 3.353 -2.539
H -5.318 2.786 -1.262
H -5.261 1.949 -2.816
H -3.531 -0.433 -0.582
H -4.658 -0.331 -1.937
H -5.087 0.424 -0.407
H -4.361 0.021 1.406
H -4.055 0.649 3.018
H -2.701 0.158 2.026
H -5.607 2.072 0.778
H -4.918 3.693 0.937
H -5.375 2.779 2.376
H -1.708 2.440 2.579
H -3.167 2.619 3.548
H -2.736 3.891 2.411
C 5.698 1.880 3.269
C 5.018 0.740 3.672
C 4.237 0.034 2.772
C 4.114 0.457 1.450
C 4.768 1.627 1.068
C 5.566 2.325 1.963
As 2.920 -0.486 0.201
C 3.740 0.093 -1.520
C 2.880 0.248 -2.603
C 3.368 0.610 -3.850
C 4.729 0.815 -4.029
C 5.600 0.634 -2.962
C 5.106 0.268 -1.719
C 3.783 -2.259 0.213
C 3.823 -3.031 1.372
C 4.444 -4.270 1.382
C 5.039 -4.766 0.232
C 4.976 -4.022 -0.935
C 4.344 -2.788 -0.947
H 6.319 2.424 3.971
H 5.088 0.408 4.700
H 3.688 -0.832 3.115
H 4.644 2.006 0.062
H 6.074 3.226 1.639
H 1.820 0.083 -2.449
H 2.691 0.733 -4.687
H 5.113 1.102 -5.000
H 6.666 0.763 -3.106
H 5.788 0.105 -0.892
H 3.320 -2.685 2.261
H 4.450 -4.861 2.290
H 5.529 -5.732 0.241
H 5.412 -4.409 -1.848
H 4.276 -2.246 -1.879
*
```

Atom charges from the Mulliken analysis, given in e for atoms 1 to 99:
1. Ru 4.870
2. O 0.092
3. C 3.613
4. C -0.077
5. O -0.792
6. O -0.767
7. C -0.939
8. C 0.244
9. C -0.770
10. C -0.616
11. C -0.831
12. C -0.316
13. C 0.080
14. C -0.441
15. C -0.926
16. C -0.480
17. C -0.935
18. C 0.038
19. H -0.565
20. H -0.088
21. H 0.405
22. H 0.391
23. H 0.403
24. H 0.482
25. H 0.544
26. H 0.398
27. H 0.372
28. H 0.405
29. H 0.236
30. O -1.019
31. S 0.114
32. O -0.827
33. O -0.461
34. O -0.511
35. N 1.076
36. C -0.604
37. C -1.288
38. C -0.403
39. N 0.040
40. H -0.205
41. H 0.525
42. H 0.503
43. H 0.518
44. C -2.074
45. C 2.770
46. C -1.856
47. C -2.115
48. P -0.958
49. N -0.952
50. C 2.858
51. C -1.913
52. C -2.020
53. C -1.983
54. C 2.447
55. C -1.905
56. C -1.996
57. C -1.761
58. H 0.664
59. H 0.370
60. H 0.297
61. H 0.590
62. H 0.153
63. H 0.296
64. H 0.526
65. H 0.352
66. H 0.303
67. H 0.309
68. H 0.398
69. H 0.301
70. H 0.308
71. H 0.305
72. H 0.545
73. H 0.051
74. H 0.686
75. H 0.327
76. H 0.201
77. H 0.756
78. H 0.184
79. H 0.298
80. H 0.251
81. H 0.510
82. H 0.147
83. H 0.623
84. H 0.328
85. C -0.682
86. C -1.057
87. C -0.090
88. C 0.769
89. C -0.545
90. C -0.907
91. As 1.292
92. C -0.160
93. C -1.046
94. C -0.574
95. C -0.597
96. C -0.853
97. C -0.139
98. C 0.726
99. C 0.067

---

[2]
DFT (the ωB97M-V functional and the def2-TZVPD basis) results for C47H57BBaF2N8O3S3 as an isolated structure.

**Electronic energy**: -107033.156 eV
**ΔE to the lowest compared entry with this formula, charge and spin**: 0.7 kJ/mol
**HOMO level**: -5.4 eV

```
! wB97M-V def2-TZVPD RIJCOSX def2/J DEFGRID3
* xyz 0 1
Ba 2.028 -0.607 1.008
N 5.882 -0.989 3.335
C 5.200 -0.423 2.307
O 4.122 0.127 2.535
C 5.819 -0.429 0.934
C 4.818 -0.818 -0.173
H 5.369 -1.134 4.190
H 6.649 -1.605 3.133
H 6.745 -1.023 0.975
H 6.128 0.610 0.768
H 4.756 -1.913 -0.215
H 5.311 -0.511 -1.107
N -0.139 0.932 0.592
S -1.579 0.915 0.584
N -2.327 0.963 -0.919
S -2.729 -0.230 -1.776
N -1.938 -1.529 -1.938
S -0.283 -1.712 -2.087
N 0.508 -1.844 -0.887
C 0.182 -0.414 -3.230
C 0.868 0.664 -2.696
C 1.277 1.684 -3.547
C 0.991 1.619 -4.901
C 0.297 0.531 -5.424
C -0.108 -0.496 -4.589
C -0.313 -3.164 -3.135
C 0.929 -3.766 -3.297
C 1.029 -4.915 -4.066
C -0.106 -5.459 -4.653
C -1.343 -4.856 -4.475
C -1.452 -3.700 -3.715
C -4.329 -0.836 -1.283
C -5.328 0.115 -1.119
C -6.576 -0.296 -0.685
C -6.804 -1.641 -0.409
C -5.791 -2.574 -0.568
C -4.537 -2.176 -1.012
C -3.039 0.524 -3.362
C -2.620 1.815 -3.624
C -2.819 2.330 -4.899
C -3.431 1.558 -5.876
C -3.846 0.259 -5.594
C -3.645 -0.267 -4.330
C -2.462 -0.428 1.394
C -1.808 -1.641 1.540
C -2.483 -2.699 2.138
C -3.790 -2.541 2.569
C -4.439 -1.321 2.410
C -3.776 -0.258 1.823
C -2.376 2.346 1.300
C -3.064 3.295 0.563
C -3.534 4.434 1.205
C -3.316 4.609 2.564
C -2.621 3.650 3.292
C -2.141 2.516 2.660
H 1.092 0.738 -1.640
H 1.849 2.504 -3.132
H 1.324 2.411 -5.561
H 0.084 0.478 -6.484
H -0.629 -1.355 -4.993
H 1.797 -3.335 -2.811
H 1.992 -5.388 -4.201
H -0.027 -6.360 -5.248
H -2.227 -5.288 -4.927
H -2.410 -3.221 -3.563
H -5.124 1.161 -1.317
H -7.367 0.431 -0.553
H -7.778 -1.959 -0.062
H -5.969 -3.616 -0.336
H -3.721 -2.878 -1.121
H -2.127 2.387 -2.850
H -2.485 3.333 -5.127
H -3.583 1.966 -6.867
H -4.321 -0.341 -6.358
H -3.956 -1.278 -4.095
H -0.791 -1.787 1.200
H -1.961 -3.633 2.295
H -4.304 -3.365 3.048
H -5.458 -1.195 2.754
H -4.274 0.696 1.705
H -3.226 3.144 -0.495
H -4.070 5.186 0.641
H -3.686 5.498 3.058
H -2.448 3.789 4.351
H -1.587 1.765 3.211
O 3.414 1.581 -0.869
H 3.090 2.037 -0.079
H 3.876 0.728 -0.584
C 3.868 -5.514 1.363
C 2.960 -4.313 1.297
C 1.505 -4.560 1.008
O 3.393 -3.198 1.502
H 3.388 -6.332 1.901
H 4.812 -5.247 1.830
H 4.056 -5.862 0.343
H 1.330 -5.564 0.623
H 1.121 -3.816 0.307
H 0.968 -4.428 1.953
C 1.435 2.191 3.466
N 2.239 3.367 3.757
C 1.451 4.499 4.217
C 3.256 3.640 2.848
N 3.284 3.064 1.706
N 4.178 4.581 3.297
C 5.177 5.034 2.358
C 4.643 4.527 4.674
H 2.074 1.313 3.379
H 0.846 2.303 2.549
H 0.765 2.020 4.310
H 0.682 4.776 3.482
H 2.087 5.364 4.390
H 0.952 4.240 5.153
H 4.170 3.222 1.236
H 4.710 5.311 1.413
H 5.948 4.276 2.160
H 5.670 5.915 2.768
H 3.916 4.010 5.291
H 4.792 5.537 5.063
H 5.596 3.988 4.745
F 0.366 -3.254 3.905
B 0.852 -1.968 3.689
F 0.505 -1.236 4.798
*
```

Atom charges from the Mulliken analysis, given in e for atoms 1 to 99:
1. Ba 0.296
2. N -0.458
3. C 0.326
4. O -0.527
5. C -0.104
6. C -1.333
7. H 0.245
8. H 0.213
9. H 0.426
10. H 0.194
11. H 0.017
12. H 0.510
13. N -0.433
14. S 1.037
15. N 0.143
16. S 0.783
17. N 0.282
18. S 0.719
19. N -0.166
20. C 0.430
21. C -0.336
22. C -0.787
23. C -0.762
24. C -0.858
25. C -0.254
26. C 0.263
27. C -0.784
28. C -0.783
29. C -0.533
30. C -0.837
31. C 0.134
32. C 0.567
33. C -0.948
34. C -0.647
35. C -0.638
36. C -0.804
37. C -0.170
38. C 0.625
39. C -0.209
40. C -0.945
41. C -0.611
42. C -0.712
43. C -0.773
44. C 0.668
45. C 0.100
46. C -0.912
47. C -0.918
48. C -0.955
49. C -0.326
50. C 0.069
51. C -0.044
52. C -0.798
53. C -0.624
54. C -0.912
55. C -0.185
56. H 0.434
57. H 0.538
58. H 0.418
59. H 0.456
60. H 0.487
61. H 0.628
62. H 0.441
63. H 0.393
64. H 0.455
65. H 0.193
66. H 0.316
67. H 0.453
68. H 0.414
69. H 0.475
70. H 0.518
71. H 0.603
72. H 0.463
73. H 0.406
74. H 0.452
75. H 0.210
76. H 0.241
77. H 0.520
78. H 0.432
79. H 0.483
80. H 0.498
81. H 0.239
82. H 0.443
83. H 0.401
84. H 0.451
85. H 0.574
86. O -0.570
87. H 0.438
88. H 0.012
89. C -1.501
90. C 0.649
91. C -0.145
92. O 0.043
93. H 0.381
94. H 0.322
95. H 0.327
96. H 0.465
97. H -0.277
98. H 0.102
99. C -0.683

---

[3]
DFT (the ωB97M-V functional and the def2-TZVPD basis) results for C47H57FN9OP2SV as an isolated structure in a non-equilibrium geometry.

**Electronic energy**: -122943.574 eV
**ΔE to the lowest compared entry with this formula, charge and spin**: 249.4 kJ/mol
**<S²>**: 3.803
**HOMO level (alpha / beta)**: -1.6 / -5.0 eV

```
! wB97M-V def2-TZVPD RIJCOSX def2/J DEFGRID3
* xyz -1 4
V 0.043 -1.389 -0.989
O -0.357 -3.644 -2.363
C -0.052 -3.338 -1.223
C 0.153 -4.326 -0.150
C -0.183 -5.672 -0.314
C -0.117 -6.531 0.765
C 0.308 -6.066 2.002
C 0.669 -4.740 2.159
C 0.597 -3.856 1.091
P 0.843 -1.962 1.056
C 2.620 -2.165 1.440
C 3.103 -2.633 2.661
C 4.439 -2.954 2.817
C 5.317 -2.819 1.755
C 4.844 -2.375 0.530
C 3.505 -2.061 0.369
C -0.015 -1.805 2.656
C -1.301 -2.340 2.697
C -2.060 -2.264 3.846
C -1.536 -1.671 4.983
C -0.254 -1.153 4.961
C 0.498 -1.208 3.800
H -0.512 -6.015 -1.286
H -0.413 -7.565 0.656
H 0.348 -6.741 2.847
H 0.977 -4.388 3.135
H 2.433 -2.765 3.495
H 4.793 -3.330 3.768
H 6.361 -3.071 1.883
H 5.523 -2.291 -0.307
H 3.123 -1.743 -0.590
H -1.695 -2.813 1.805
H -3.058 -2.681 3.863
H -2.125 -1.620 5.888
H 0.162 -0.703 5.854
H 1.485 -0.767 3.771
F 1.589 -1.077 -2.042
N -8.523 -3.196 -7.084
C -7.490 -2.937 -6.628
C -6.262 -2.612 -6.063
C -6.062 -2.719 -4.668
C -4.874 -2.367 -4.097
C -3.803 -1.888 -4.886
C -3.992 -1.810 -6.282
C -5.182 -2.159 -6.856
N -2.618 -1.480 -4.301
C -1.519 -0.940 -4.933
C -0.601 -0.661 -3.967
N -1.092 -0.993 -2.749
C -2.303 -1.484 -2.971
H -6.874 -3.084 -4.052
H -4.755 -2.461 -3.028
H -3.186 -1.468 -6.911
H -5.310 -2.089 -7.927
H -1.458 -0.809 -5.992
H 0.387 -0.261 -4.100
H -2.907 -1.949 -2.215
S -2.498 -0.766 0.265
C -3.022 0.673 -0.350
N -2.921 1.876 0.277
C -3.445 2.948 -0.540
C -3.960 2.223 -1.803
N -3.741 0.827 -1.492
H -2.179 2.019 0.944
H -2.676 3.690 -0.775
H -4.266 3.449 -0.013
H -3.414 2.526 -2.704
H -5.027 2.406 -1.964
H -3.661 0.121 -2.215
N 0.745 -0.024 0.803
P 1.094 1.478 0.844
N 0.807 2.410 -0.544
C 1.524 3.597 -0.960
C 2.092 3.478 -2.376
C 0.986 3.214 -3.408
C -0.280 2.699 -2.721
C 0.096 1.723 -1.615
N 2.729 1.930 1.168
C 3.626 1.361 0.176
C 4.886 2.226 0.114
C 5.278 2.653 1.538
C 4.738 1.654 2.560
C 3.203 1.635 2.511
N 0.212 2.384 1.991
C 0.436 3.810 2.164
C 0.476 4.202 3.638
C -0.855 3.876 4.323
C -1.491 2.613 3.722
C -0.421 1.716 3.113
H 2.332 3.776 -0.249
H 0.852 4.472 -0.932
H 2.811 2.660 -2.396
H 2.622 4.400 -2.623
H 1.337 2.470 -4.126
H 0.753 4.126 -3.963
H -0.913 2.189 -3.451
H -0.846 3.538 -2.308
H 0.710 0.928 -2.046
H -0.797 1.264 -1.178
H 3.112 1.314 -0.786
H 3.889 0.331 0.443
H 4.710 3.115 -0.498
H 5.684 1.651 -0.357
H 4.848 3.633 1.760
H 6.363 2.734 1.625
H 5.066 1.929 3.565
H 5.134 0.660 2.341
H 2.806 2.401 3.187
H 2.841 0.653 2.855
H -0.370 4.378 1.672
H 1.377 4.080 1.684
H 0.693 5.270 3.720
H 1.289 3.664 4.128
H -1.542 4.716 4.211
H -0.679 3.740 5.392
H -2.211 2.890 2.949
H -2.030 2.060 4.492
H -0.848 0.782 2.741
H 0.303 1.456 3.898
*
```

Atom charges from the Mulliken analysis, given in e for atoms 1 to 99:
1. V -0.294
2. O -0.728
3. C 0.217
4. C 0.528
5. C -0.937
6. C -0.605
7. C -0.832
8. C -0.074
9. C 0.453
10. P 3.195
11. C 0.892
12. C -0.411
13. C -0.942
14. C -0.809
15. C -0.286
16. C -1.176
17. C 1.138
18. C -0.550
19. C -1.078
20. C -0.937
21. C -0.730
22. C 0.128
23. H 0.519
24. H 0.391
25. H 0.436
26. H 0.222
27. H 0.270
28. H 0.440
29. H 0.354
30. H 0.471
31. H 0.246
32. H 0.701
33. H 0.456
34. H 0.374
35. H 0.445
36. H -0.145
37. F -0.716
38. N -0.705
39. C 0.319
40. C 0.194
41. C -1.149
42. C -0.349
43. C 1.631
44. C -0.580
45. C -1.175
46. N 0.359
47. C -0.717
48. C -1.510
49. N 1.473
50. C -2.054
51. H 0.401
52. H 0.384
53. H 0.293
54. H 0.401
55. H 0.401
56. H 0.646
57. H 0.737
58. S -0.348
59. C 0.134
60. N 0.006
61. C -0.570
62. C -0.489
63. N 0.071
64. H -0.167
65. H 0.186
66. H 0.481
67. H 0.236
68. H 0.352
69. H 0.319
70. N 0.724
71. P -2.636
72. N 0.812
73. C -0.727
74. C -0.883
75. C -1.246
76. C -1.086
77. C -0.011
78. N 0.517
79. C 0.587
80. C -0.966
81. C -0.878
82. C -0.848
83. C 0.602
84. N 1.693
85. C -0.703
86. C -0.801
87. C -0.834
88. C -0.854
89. C -0.239
90. H 0.545
91. H 0.547
92. H 0.136
93. H 0.586
94. H 0.402
95. H 0.406
96. H 0.354
97. H 0.416
98. H -0.296
99. H -0.143

---

Q: Among the records above, which one has the lowest electronic energy?
A: C47H57AsN3O7PRuS

---

Q: Which formula does entry 2 have?
A: C47H57BBaF2N8O3S3

---

Q: Which value of electronic energy does entry 3 give?
A: -122943.574 eV